Entry from OMol25: an isolated ion of composition C5H12NO and charge +1 in a non-equilibrium geometry (the ωB97M-V functional and the def2-TZVPD basis).

The geometry in XYZ format:
```
19
Properties=species:S:1:pos:R:3:forces:R:3
C -1.5488 -0.5905 -0.6151 -1.42 -2.75 -1.41
N -1.0092 -0.1964 0.6477 2.48 4.67 1.80
C 0.5445 -0.2214 0.7260 -0.61 5.64 0.12
C 1.1437 -1.4671 1.0759 2.84 -2.03 0.99
O 1.0361 1.1010 1.4622 -1.13 -2.77 -0.21
C 1.2214 0.9538 0.0967 -2.20 1.41 -1.90
C 0.5590 2.0811 -0.8004 0.01 0.25 2.07
H -0.8963 -1.5595 -0.7962 -1.71 2.06 -0.91
H -2.6161 -0.8894 -0.4454 0.96 -0.21 -0.03
H -1.7090 0.2148 -1.4013 1.41 -0.99 1.05
H -1.1306 -0.7839 1.4243 -1.57 -1.52 1.07
H -1.3135 0.7857 1.0005 0.66 -1.78 -0.83
H 0.7761 -2.0830 1.9400 -0.60 0.65 -0.98
H 2.1607 -1.1567 1.5735 -1.38 -0.76 -1.69
H 1.2196 -2.0831 0.1119 0.41 0.50 1.65
H 2.1831 0.8662 -0.3138 1.70 -0.74 0.20
H -0.5152 2.2019 -0.6722 -0.20 0.09 0.75
H 0.5734 1.8661 -1.8423 0.98 -0.08 -0.93
H 1.0477 3.0789 -0.4916 -0.63 -1.65 -0.79
```
Forces are in eV/Å.

Calculated values
Kohn-Sham gap	11.605	eV
E_HOMO	-14.9	eV
SMILES	C[NH2+][C@]1(C)O[C@@H]1C
net charge	+1

Entry from OMol25: a 2-piece molecular cluster, C5H12NO overall (the ωB97M-V functional and the def2-TZVPD basis).

The geometry in XYZ format:
```
19
Properties=species:S:1:pos:R:3:forces:R:3
C -0.4214 2.7343 -1.6002 0.01 -0.07 0.52
C -0.3673 2.3419 -0.1054 0.47 -0.47 -0.42
C -0.9871 0.9888 0.0496 0.02 0.05 -0.71
C -0.2849 -0.0974 0.3428 -0.78 0.22 -0.57
N -0.9218 -1.3685 0.2838 0.07 -0.39 0.61
C -0.4117 -2.4376 0.7574 0.39 0.06 -0.31
H -0.1611 1.8500 -2.1800 -0.07 0.08 -0.23
H 0.3292 3.4917 -1.8019 -0.03 0.16 -0.04
H -1.3952 3.1078 -1.9018 -0.09 -0.04 -0.06
H -0.7640 3.0915 0.5727 -0.30 0.04 -0.07
H 0.6849 2.2201 0.1335 0.20 0.13 0.30
H -1.9854 0.8314 -0.3570 -0.23 0.24 0.44
H 0.7650 -0.1261 0.5211 0.52 -0.15 0.42
H -1.8709 -1.4447 -0.0736 -0.03 0.41 -0.04
H 0.6164 -2.3922 1.1019 -0.06 -0.10 0.21
H -0.9805 -3.3507 0.7292 -0.09 -0.16 -0.01
H 3.4640 -1.5182 0.5804 -0.27 0.02 0.21
H 2.7831 -2.5653 -0.2584 -0.13 0.06 0.14
O 2.5982 -1.9344 0.4531 0.40 -0.08 -0.38
```
Forces are in eV/Å.

Calculated values
Kohn-Sham gap	9.337	eV
E_HOMO	-14.2	eV
net charge	+1

Entry from OMol25: a 2-piece molecular cluster, C5H12NO overall in a non-equilibrium geometry (the ωB97M-V functional and the def2-TZVPD basis).

The geometry in XYZ format:
```
19
Properties=species:S:1:pos:R:3:forces:R:3
C 0.6472 0.9690 2.0556 0.42 1.60 -0.56
C 0.6604 1.5221 0.5988 0.91 -1.05 1.21
C 0.5255 0.4493 -0.4528 0.06 1.52 -1.54
C 1.0585 0.4811 -1.6887 0.23 -1.67 0.57
C -1.8459 0.1812 -0.3094 0.56 1.47 -0.68
N -0.6741 -0.3304 -0.2481 -2.29 -0.31 -0.65
H 1.3774 0.1807 2.1897 -0.06 -0.24 0.05
H 0.9758 1.8309 2.6468 -0.13 -0.38 0.33
H -0.3483 0.7033 2.3987 0.02 -0.28 -0.01
H -0.1756 2.2004 0.4725 -0.47 0.06 -0.14
H 1.5186 2.1911 0.4407 0.02 -0.66 -0.19
H 2.1322 0.5920 -1.7977 -0.19 1.36 -0.14
H 0.5537 0.0640 -2.5646 0.17 -0.42 0.48
H -2.8084 -0.2559 -0.0711 0.36 -0.80 -0.11
H -1.8717 1.2044 -0.7085 -0.15 -0.12 0.70
H -0.6478 -1.3606 -0.2560 0.56 -0.31 0.56
H 0.4111 -3.5805 -0.7778 0.12 0.14 0.03
H -1.0430 -3.8933 -1.0576 0.07 0.47 0.08
O -0.4457 -3.1485 -0.8705 -0.19 -0.37 -0.01
```
Forces are in eV/Å.

Calculated values
Kohn-Sham gap	8.827	eV
E_HOMO	-13.9	eV
net charge	+1

Entry from OMol25: a 2-piece molecular cluster, C5H12NO overall (the ωB97M-V functional and the def2-TZVPD basis).

The geometry in XYZ format:
```
19
Properties=species:S:1:pos:R:3:forces:R:3
C 0.5368 -2.0573 -0.1030 0.06 -0.23 -0.02
C 1.7685 -1.8927 0.3265 -0.16 0.33 0.04
N -0.6201 -1.6676 0.7234 0.32 -0.04 -0.22
H 0.2455 -2.4601 -1.0552 0.01 -0.16 -0.18
H 2.6122 -2.1811 -0.2815 -0.02 -0.02 -0.07
H 1.9776 -1.3960 1.2681 0.05 -0.20 0.07
H -0.2849 -1.4727 1.6640 -0.19 0.22 0.15
H -1.0819 -0.8204 0.2982 -0.10 0.17 0.18
H -1.3193 -2.4081 0.7808 0.05 -0.12 -0.01
C -0.2170 2.0676 0.9070 -0.42 -0.35 -0.42
C -0.5895 1.5115 -0.2461 0.57 0.18 0.71
O -1.6923 0.6493 -0.2820 -0.21 -0.12 0.39
C 0.1462 1.6194 -1.5278 -0.49 0.27 -0.77
H 0.5333 2.8364 0.9249 0.30 -0.08 0.10
H -0.7039 1.7808 1.8320 -0.14 0.33 0.05
H -2.3016 0.9366 0.4268 0.22 -0.10 -0.51
H 0.9414 2.3533 -1.4432 0.13 -0.11 0.08
H 0.5523 0.6628 -1.8638 0.12 -0.06 0.26
H -0.5034 1.9383 -2.3490 -0.09 0.04 0.17
```
Forces are in eV/Å.

Calculated values
Kohn-Sham gap	9.763	eV
E_HOMO	-13.1	eV
net charge	+1

Entry from OMol25: a 2-piece molecular cluster, C5H12NO overall in a non-equilibrium geometry (the ωB97M-V functional and the def2-TZVPD basis).

The geometry in XYZ format:
```
19
Properties=species:S:1:pos:R:3:forces:R:3
C -1.4278 1.5330 1.5981 0.32 0.46 0.60
C -0.5005 1.6167 0.3747 -0.18 -0.06 -0.35
C -0.4468 0.3049 -0.3531 1.59 0.21 -1.57
C -0.5324 0.0818 -1.6681 -0.42 -0.29 0.43
C -0.3422 -2.0057 0.4996 -0.37 1.30 -0.68
N 0.0416 -0.7556 0.5235 -0.76 -1.03 -0.49
H -2.4705 1.6856 1.3392 -0.02 0.34 -0.24
H -1.0972 2.2991 2.3046 -0.40 -0.02 -0.02
H -1.4564 0.6044 2.1561 0.53 -0.36 -0.02
H 0.5019 2.0185 0.5540 -0.03 -0.24 0.53
H -0.9671 2.3570 -0.2745 0.15 -0.17 -0.34
H -0.3101 0.8343 -2.4139 -1.02 0.40 0.16
H -0.8429 -0.8880 -2.0424 0.94 -0.25 -0.14
H -0.5672 -2.5521 1.4127 1.57 -0.58 -0.01
H -0.5834 -2.3749 -0.4975 -1.37 -0.04 0.37
H 0.9964 -0.5366 0.8351 -0.65 0.40 1.57
H 3.0305 -1.3425 -0.4659 0.09 -0.19 -0.17
H 3.0762 -0.0812 -1.2804 -0.18 0.00 -0.16
O 2.4686 -0.7865 -1.0192 0.22 0.12 0.55
```
Forces are in eV/Å.

Calculated values
Kohn-Sham gap	7.485	eV
E_HOMO	-13.7	eV
net charge	+1

Entry from OMol25: an isolated ion of composition C5H12NO and charge +2 in a non-equilibrium geometry (the ωB97M-V functional and the def2-TZVPD basis).

The geometry in XYZ format:
```
19
Properties=species:S:1:pos:R:3:forces:R:3
C -0.1604 -1.0765 -1.0022 0.39 -0.13 0.03
O 0.2667 -0.9912 -2.3350 -0.25 0.21 0.03
C -0.0275 0.3170 -0.4110 -0.19 0.36 -0.18
C -0.5398 0.4275 1.0318 -0.44 0.32 -0.11
C 0.4060 0.2367 2.1321 0.64 0.12 0.43
C 1.5988 -0.5192 2.0622 0.72 0.40 -1.14
N -0.8102 1.2204 -1.3482 -0.43 -0.09 -0.18
H 0.4634 -1.7532 -0.4169 0.04 -0.22 0.05
H -1.1935 -1.4214 -0.9219 -0.16 -0.01 0.08
H -0.0870 -1.7273 -2.8512 0.15 -0.06 -0.09
H 0.9796 0.7247 -0.4764 0.23 -0.36 -0.11
H -1.1137 1.3489 1.1794 0.28 0.15 0.20
H -1.3365 -0.3139 1.2184 -0.08 -0.33 0.07
H 0.2550 0.7642 3.0696 -0.45 -0.10 0.09
H 1.9429 -0.8457 1.0821 -0.17 -0.30 0.08
H 2.3682 -0.6259 2.8235 -0.58 -0.01 0.49
H -0.7198 0.7981 -2.2936 0.20 0.05 0.12
H -0.4804 2.1870 -1.4064 0.11 -0.01 0.12
H -1.8121 1.2497 -1.1363 -0.02 0.00 0.01
```
Forces are in eV/Å.

Calculated values
Kohn-Sham gap (alpha / beta)	9.842 / 6.241	eV
E_HOMO (alpha / beta)	-19.2 / -19.2	eV
2S+1	2
net charge	+2

Entry from OMol25: a 2-piece molecular cluster, C5H12NO2 overall in a non-equilibrium geometry (the ωB97M-V functional and the def2-TZVPD basis).

The geometry in XYZ format:
```
20
Properties=species:S:1:pos:R:3:forces:R:3
C 0.7439 -0.3861 -0.2729 2.70 1.02 3.75
C -0.8577 1.3992 -0.0681 2.06 1.90 -0.05
C 1.3468 1.6947 1.3968 0.78 -0.32 -6.05
C -2.4954 -2.7759 -2.1047 0.62 -1.00 -2.79
C 0.2603 0.7037 0.7304 -0.20 0.49 -0.18
N -2.1702 -1.6186 -1.7327 -0.47 2.50 1.60
O -2.1723 -1.3136 -0.4436 0.31 -0.69 -0.19
O -0.3591 0.1755 1.9118 -1.31 -2.35 -1.00
H 1.1867 0.0848 -1.0949 0.43 0.90 -1.53
H 1.6382 -0.7809 0.2910 -0.94 -0.80 -0.74
H -0.0413 -1.0240 -0.5626 -0.81 -1.00 -0.04
H -0.4645 1.8679 -1.0152 -0.42 -0.38 0.89
H -1.3658 2.1184 0.5357 -0.15 1.03 0.48
H -1.5824 0.6854 -0.2784 -1.16 -1.63 -0.82
H 2.4420 1.4332 1.3563 -1.16 -0.55 0.22
H 1.3234 2.5579 0.6330 -0.07 -0.52 1.75
H 1.0283 1.8754 2.3477 -0.79 1.00 2.42
H -2.4630 -2.8502 -3.2072 -0.12 -0.33 0.41
H -2.4109 -3.6953 -1.5811 -0.49 -0.66 1.19
H -1.0162 -0.5255 1.5671 1.21 1.40 0.67
```
Forces are in eV/Å.

Calculated values
Kohn-Sham gap	6.551	eV
E_HOMO	-2.8	eV
net charge	-1

Entry from OMol25: an isolated ion of composition C5H12NO2 and charge -1 in a non-equilibrium geometry (the ωB97M-V functional and the def2-TZVPD basis).

The geometry in XYZ format:
```
20
Properties=species:S:1:pos:R:3:forces:R:3
C -0.7210 -0.7856 1.6880 -0.81 2.11 -1.80
C -0.3270 0.2580 0.5307 -0.43 -1.15 -1.29
N -1.5299 0.6825 -0.2570 4.33 2.77 3.09
C -1.0199 1.5215 -1.5195 -3.51 -1.21 1.67
O -1.2459 0.7781 -2.5120 -0.50 -1.76 -3.96
C 0.7890 -0.4271 -0.3932 -0.75 -0.15 -2.39
C 2.1195 -0.3061 0.2146 -0.41 3.79 3.66
O 0.3531 -1.8031 -0.5102 0.46 0.20 -0.23
H -0.8069 -0.2715 2.6132 -0.40 0.49 0.86
H -1.6770 -1.1590 1.3526 -0.67 0.03 0.33
H -0.1725 -1.6583 1.8361 1.69 -1.11 -0.03
H 0.1292 1.1687 0.9329 -0.18 -0.12 0.18
H -2.1808 0.0442 -0.5805 -0.82 -1.97 -0.97
H 0.0028 1.7806 -1.5104 1.74 1.07 1.43
H -1.7623 2.3135 -1.3669 0.35 1.51 -0.26
H 0.9636 -0.0101 -1.5147 -1.29 -0.65 2.53
H 2.2006 -0.5065 1.2890 -0.96 -0.17 0.46
H 3.0195 -0.6774 0.0026 3.05 -2.72 -2.63
H 2.4786 0.7846 0.2278 -1.13 -0.85 -0.24
H -0.6127 -1.7273 -0.5233 0.26 -0.12 -0.40
```
Forces are in eV/Å.

Calculated values
Kohn-Sham gap	6.274	eV
E_HOMO	-2.5	eV
SMILES	C[C@H](NC[O-])[C@@H](C)O
net charge	-1

Entry from OMol25: a 3-piece molecular cluster, C5H12NO2 overall in a non-equilibrium geometry (the ωB97M-V functional and the def2-TZVPD basis).

The geometry in XYZ format:
```
20
Properties=species:S:1:pos:R:3:forces:R:3
C 1.6549 -0.2893 -1.3525 0.06 0.69 -2.65
O 0.7909 -1.1155 -1.8679 -0.28 -0.25 1.15
C 1.2624 0.2385 0.1644 2.34 -4.86 1.08
C -0.0500 -0.2587 0.6521 0.72 3.71 0.11
C -1.1754 0.3931 -0.0139 -0.53 -1.77 0.61
C -2.5385 -0.2345 0.5802 -1.33 -0.04 -1.46
O -3.5628 0.2816 -0.0466 -0.08 -0.08 0.77
N 2.2234 0.2196 1.0608 -1.63 0.95 0.32
H 2.6654 -0.7009 -1.1899 0.12 -0.08 0.25
H 1.7684 0.6200 -2.0127 0.14 0.21 0.66
H 2.8669 0.9562 0.7841 0.96 -0.46 -0.25
H 1.3104 1.4681 -0.2071 -1.56 3.65 -1.67
H 0.0653 -0.0953 1.7282 -0.86 -0.43 0.12
H -0.2077 -1.4982 0.5354 0.32 -1.03 -0.37
H -1.2558 1.4580 0.1925 0.07 -0.04 0.24
H -1.2895 0.1275 -1.0660 0.70 0.60 -0.03
H -2.5620 -0.2308 1.6934 0.24 0.15 0.00
H -2.3749 -1.3063 0.2073 0.41 -0.24 0.50
H -0.5076 -2.2620 0.7070 -0.70 0.08 0.06
H 0.9161 2.2288 -0.5489 0.86 -0.77 0.55
```
Forces are in eV/Å.

Calculated values
Kohn-Sham gap	5.119	eV
E_HOMO	-3.8	eV
net charge	-1

Entry from OMol25: an isolated ion of composition C5H12NO2 and charge -1 in a non-equilibrium geometry (the ωB97M-V functional and the def2-TZVPD basis).

The geometry in XYZ format:
```
20
Properties=species:S:1:pos:R:3:forces:R:3
O -0.8527 1.8598 2.1557 -0.35 -0.08 -0.58
C 0.4001 2.2478 1.8408 -0.29 -1.45 1.43
C 1.2547 1.0980 1.1597 -0.32 1.36 -1.88
N 0.6350 0.8589 -0.2072 -0.54 -1.48 0.67
C -0.4968 -0.1348 -0.0630 2.49 -0.18 -0.19
C -0.8867 -0.7007 -1.4408 0.31 0.09 0.52
C -0.3979 -2.1377 -1.7006 0.05 -1.24 -0.28
O -0.1204 -2.9773 -0.5741 -0.39 0.09 0.33
H 0.8472 2.6320 2.7965 0.90 0.03 -0.46
H 0.4619 3.0581 1.0870 0.15 0.42 -0.21
H 2.2728 1.4122 0.9023 0.19 0.41 0.32
H 1.3934 0.1151 1.6182 -0.58 0.23 0.46
H 0.2248 1.7137 -0.5658 0.07 0.29 0.39
H -1.2385 0.2401 0.6245 -0.71 0.29 -0.15
H 0.0348 -0.9304 0.4726 -0.39 -0.04 0.11
H -1.9782 -0.6456 -1.5331 0.24 0.05 -0.46
H -0.3249 -0.0988 -2.1753 -0.81 0.07 0.05
H 0.5561 -2.2179 -2.2227 -0.01 0.69 -0.26
H -1.1132 -2.7014 -2.3339 0.04 0.46 0.10
H -0.6715 -2.6914 0.1591 -0.05 -0.01 0.10
```
Forces are in eV/Å.

Calculated values
Kohn-Sham gap	5.925	eV
E_HOMO	-2.3	eV
SMILES	[O-]CCNCCCO
net charge	-1

Going through the records in order, we get molecular weight values of 102.16, 102.16, 102.16, 102.16, 102.16, 102.16, 118.16, 118.16, 118.16, 118.16 g mol⁻¹.
Going through the records in order, we get total energy values of -327.346649, -327.421239, -327.388444, -327.413835, -327.331119, -326.941901, -402.855441, -402.843224, -402.581573, -402.882810 Eh.